(1)
ORCA calculation (ωB97M-V/def2-TZVPD) on a molecular structure, C4H8ClMgO2 in a non-equilibrium geometry.

```
16
Properties=species:S:1:pos:R:3:forces:R:3
Mg -0.66764 -7.13825 -19.29590 -0.48 -0.99 -0.91
Cl -1.41995 -8.71813 -20.65806 0.49 1.00 0.92
O 1.17196 -7.45438 -25.10946 0.72 -2.75 1.11
C 0.71217 -8.47992 -24.58870 -1.45 3.01 -0.65
O 1.25797 -9.49779 -23.94846 -0.13 -0.22 -0.95
C 2.66572 -9.85042 -23.87577 -1.01 1.64 -0.52
C 2.65087 -11.26340 -23.46806 1.56 -0.72 1.42
C -0.81270 -8.55268 -24.49585 0.04 -0.20 0.21
H 3.03340 -9.04638 -23.23825 0.74 -0.69 0.52
H 3.21142 -9.76769 -24.81570 -0.46 0.29 -0.31
H 3.68697 -11.44741 -23.18392 0.34 -0.59 -0.45
H 2.33917 -11.93460 -24.26834 0.00 0.13 0.16
H 2.16965 -11.49449 -22.51773 -0.67 0.27 -0.26
H -1.21081 -7.54993 -24.65112 0.05 -0.18 -0.18
H -1.15230 -8.91432 -23.52530 0.18 -0.08 0.03
H -1.22614 -9.24375 -25.23043 0.09 0.08 -0.13
```
Positions in Å, forces in eV/Å.

## Properties
* charge: +1
* HOMO: -12.20 eV

These are the natural (NBO) partial charges, in e, on atoms 1 to 6: 1.74 -0.73 -0.60 0.80 -0.52 -0.07

=====

(2)
ORCA calculation (ωB97M-V/def2-TZVPD) on C4H8ClN in the gas phase in a non-equilibrium geometry.

```
14
Properties=species:S:1:pos:R:3:forces:R:3
Cl 0.64616 -0.08786 -3.28141 -0.83 0.22 2.25
N 0.68413 -0.49760 -1.47554 1.43 -1.46 -0.12
C -0.18160 -0.24219 -0.57435 -1.06 1.24 -3.31
C -1.33916 0.66097 -0.92365 -1.00 -0.43 1.41
C 1.21156 0.06396 1.43012 -0.52 1.00 -0.18
C 0.06857 -0.80175 0.77527 0.06 -0.44 1.11
H -0.97836 1.41993 -1.60479 -0.39 -0.04 -0.39
H -2.22548 0.07674 -1.25803 0.79 0.32 -0.45
H -1.75550 1.14125 -0.02827 0.41 0.12 -0.01
H 2.00168 0.50606 0.76134 -1.00 -0.98 0.11
H 0.74744 0.97426 1.89335 0.33 -0.89 -0.11
H 1.72716 -0.51060 2.17419 0.16 -0.16 0.60
H -0.87170 -0.80460 1.41770 1.09 0.53 -0.84
H 0.26509 -1.89858 0.69406 0.53 0.96 -0.06
```
Positions in Å, forces in eV/Å.

## Properties
* SMILES: CC/C(C)=N/Cl
* HOMO: -9.51 eV

These are the natural (NBO) partial charges, in e, on atoms 1 to 6: 0.02 -0.37 0.27 -0.69 -0.61 -0.45

=====

Values of frontier orbital gap, in order: 4.008, 10.105, all in eV.
Values of energy relative to the best compared isomer or geometry (same formula, charge and spin), in order: 0.000, 1.344, all in eV.
Values of electronic energy, in order: -967.6968, -672.0873, all in hartree.